Record 1
{
  "formula": "C2H2O3S",
  "method": "ωB97M-V with the def2-TZVPD basis set",
  "elements": ["S", "O", "O", "O", "C", "C", "H", "H"],
  "xyz": [[-0.527, -0.519, -0.713], [0.363, -0.397, -1.839], [-0.355, -1.660, 0.119], [-1.735, 0.220, -0.679], [0.906, 0.190, 1.173], [0.408, 1.003, 0.442], [-0.033, 1.960, 0.016], [0.973, -0.797, 1.481]],
  "atomic_forces_ev_per_a": [[1.1, -1.1, -1.5], [-0.9, 0.1, 0.7], [-0.7, -0.7, -0.2], [-0.6, 0.1, -0.1], [-0.2, 0.1, -0.3], [-0.7, 4.3, -0.4], [1.1, -1.8, 0.8], [0.9, -1.1, 1.2]],
  "total_charge": 0,
  "multiplicity": 1,
  "gap_ev": 10.4
}

---

Record 2
{
  "formula": "C26H33BrF3N7O5S2Ti",
  "method": "ωB97M-V with the def2-TZVPD basis set",
  "elements": ["Br", "Ti", "S", "S", "F", "F", "F", "O", "O", "O", "O", "O", "N", "N", "N", "N", "N", "N", "N", "C", "C", "C", "C", "C", "C", "C", "C", "C", "C", "C", "C", "C", "C", "C", "C", "C", "C", "C", "C", "C", "C", "C", "C", "C", "C", "H", "H", "H", "H", "H", "H", "H", "H", "H", "H", "H", "H", "H", "H", "H", "H", "H", "H", "H", "H", "H", "H", "H", "H", "H", "H", "H", "H", "H", "H", "H", "H", "H"],
  "xyz": [[-3.498, 3.793, 2.037], [0.755, 0.594, -0.024], [0.281, -2.281, 3.187], [2.575, -2.126, 0.528], [3.460, -1.246, -1.797], [2.461, -3.166, -1.881], [4.498, -3.029, -1.158], [-0.650, 3.140, 1.518], [2.374, -3.467, 0.972], [1.382, -1.367, 0.101], [3.561, -1.335, 1.217], [0.245, 2.413, -0.395], [-0.599, -3.543, 0.997], [0.292, -4.868, 2.508], [-0.313, -0.130, -1.698], [0.951, 0.922, 1.946], [1.719, 1.288, -2.140], [-1.022, 0.173, 0.679], [2.937, 1.221, 0.193], [-3.202, 2.944, -2.538], [-1.279, 0.381, 2.008], [0.243, -5.715, 1.322], [-0.761, 2.836, 0.349], [3.804, 1.625, -0.918], [0.286, -0.486, -2.977], [0.019, -3.578, 2.201], [-0.167, 1.063, 4.185], [2.175, 1.527, 2.449], [3.318, -2.425, -1.155], [-2.425, -1.198, -2.484], [2.947, 2.079, -2.107], [-2.568, 0.277, 2.506], [-3.273, 3.432, 0.194], [-0.115, 0.812, 2.714], [-3.352, -0.281, 0.297], [-2.072, 2.763, -1.768], [-3.614, -0.028, 1.637], [-0.427, -4.800, 0.276], [1.483, 0.435, -3.297], [-2.067, 3.009, -0.392], [-1.571, -0.488, -1.476], [-2.038, -0.214, -0.165], [2.851, 2.214, 1.269], [-4.410, 3.618, -0.583], [-4.375, 3.380, -1.943], [1.970, 2.265, 3.224], [4.462, 2.443, -0.613], [-5.263, 3.547, -2.538], [2.233, 3.052, 0.945], [4.431, 0.786, -1.214], [3.511, 1.975, -3.037], [0.981, -5.031, 3.220], [0.629, -1.527, -2.940], [1.263, 1.028, -4.194], [-4.162, -0.502, -0.383], [2.691, 3.132, -1.976], [-3.172, 2.760, -3.605], [1.248, -6.002, 1.008], [2.369, -0.157, -3.514], [-0.602, -2.667, 0.503], [2.830, 0.751, 2.863], [0.934, 1.926, -2.087], [-0.344, -6.613, 1.514], [-1.901, -2.073, -2.872], [3.841, 2.586, 1.561], [-0.449, -0.415, -3.782], [-5.318, 3.959, -0.105], [-2.673, -0.549, -3.328], [-0.013, 0.111, 4.699], [-3.351, -1.535, -2.030], [3.323, 0.379, 0.621], [-2.768, 0.462, 3.550], [0.211, -4.672, -0.601], [-1.397, -5.187, -0.040], [-1.142, 1.453, 4.466], [-4.631, -0.051, 2.002], [0.590, 1.765, 4.522], [-1.153, 2.433, -2.230]],
  "atomic_forces_ev_per_a": [[0.0, 0.0, 0.0], [0.7, -0.3, -2.0], [0.1, 0.1, 0.4], [1.1, -0.5, -1.2], [0.1, -0.1, 0.0], [0.1, 0.0, 0.0], [-0.1, 0.0, 0.2], [0.0, 0.4, -0.3], [-0.3, -0.1, 0.1], [0.5, -0.8, 0.2], [0.0, 0.1, 0.2], [-0.2, 1.3, 0.2], [0.2, -0.2, -0.1], [0.1, 0.0, -0.3], [-1.0, -0.6, 0.0], [-0.3, 0.1, 1.1], [-0.3, -0.1, -0.1], [0.5, 0.0, -0.2], [0.2, 0.1, 0.6], [-0.1, 0.0, -0.1], [-0.3, 0.2, 0.8], [0.0, -0.1, 0.0], [-0.2, 0.7, 0.2], [-0.2, 0.1, -0.4], [0.2, -0.1, -0.1], [-0.6, -0.1, 0.3], [0.1, 0.0, -0.1], [0.1, 0.1, -0.1], [-0.4, 0.2, 0.0], [0.0, 0.2, 0.0], [0.2, -0.1, 0.2], [0.3, 0.0, -0.3], [0.3, -0.1, -0.2], [-0.3, -0.3, 0.0], [0.3, 0.0, 0.1], [0.0, 0.1, 0.1], [-0.2, 0.0, 0.0], [-0.1, 0.0, 0.0], [-0.1, -0.2, -0.1], [-0.2, 0.0, 0.0], [-0.1, 0.0, 0.0], [-0.4, -0.3, -0.2], [0.0, 0.1, 0.5], [0.0, 0.0, 0.1], [0.0, 0.0, -0.1], [0.0, 0.0, 0.0], [0.1, -0.1, 0.0], [0.0, 0.0, 0.0], [0.1, 0.0, 0.0], [0.0, -0.1, 0.1], [0.0, 0.1, 0.0], [0.0, 0.1, 0.1], [0.0, 0.0, 0.0], [0.1, 0.0, 0.0], [0.0, -0.1, 0.0], [-0.1, 0.0, -0.1], [0.0, 0.0, 0.0], [0.0, 0.0, 0.0], [0.0, 0.0, 0.0], [0.0, 0.1, 0.1], [0.0, 0.0, 0.0], [0.1, 0.1, 0.0], [0.0, 0.0, 0.0], [0.0, 0.0, 0.0], [0.0, 0.0, 0.0], [0.0, 0.0, 0.0], [0.0, 0.0, 0.0], [0.0, 0.0, 0.0], [0.0, 0.0, 0.1], [0.0, 0.0, 0.0], [0.2, 0.0, -0.1], [0.0, 0.0, 0.0], [0.0, 0.0, 0.0], [0.1, 0.0, 0.0], [0.0, 0.0, 0.0], [0.0, 0.0, 0.0], [0.0, 0.0, 0.0], [0.0, 0.0, 0.0]],
  "total_charge": 0,
  "multiplicity": 1,
  "gap_ev": [5.3, 5.7]
}

---

Record 3
{
  "formula": "C2H6FN",
  "method": "ωB97M-V with the def2-TZVPD basis set",
  "elements": ["F", "N", "C", "C", "H", "H", "H", "H", "H", "H"],
  "xyz": [[-1.697, -0.410, 0.177], [-0.168, 1.381, -0.052], [0.643, -0.939, -0.211], [-0.330, 0.011, 0.419], [0.238, -1.939, 0.009], [0.783, -0.962, -1.361], [-0.703, 2.121, 0.424], [-0.234, 0.149, 1.543], [-0.273, 1.346, -1.063], [1.740, -0.759, 0.117]],
  "atomic_forces_ev_per_a": [[1.2, -0.2, 0.2], [0.2, -1.1, -0.2], [1.6, -0.9, -1.3], [-0.7, 3.1, 1.0], [0.8, 0.1, 0.2], [-0.9, 0.7, 1.7], [0.2, -1.0, -0.6], [-0.1, -1.1, -1.2], [-0.1, 0.7, 0.3], [-2.1, -0.5, 0.1]],
  "total_charge": 0,
  "multiplicity": 1,
  "smiles": "C[C@@H](N)F",
  "gap_ev": 11.3
}

---

Record 4
{
  "formula": "C20H30N2O6S",
  "method": "ωB97M-V with the def2-TZVPD basis set",
  "elements": ["S", "O", "O", "O", "O", "O", "O", "N", "N", "C", "C", "C", "C", "C", "C", "C", "C", "C", "C", "C", "C", "C", "C", "C", "C", "C", "C", "C", "C", "H", "H", "H", "H", "H", "H", "H", "H", "H", "H", "H", "H", "H", "H", "H", "H", "H", "H", "H", "H", "H", "H", "H", "H", "H", "H", "H", "H", "H", "H"],
  "xyz": [[3.487, -1.553, -0.422], [-4.853, -2.266, 0.342], [-0.660, 2.139, 1.576], [-1.623, 3.299, -1.570], [-5.406, -1.079, -1.478], [2.927, -2.224, -1.561], [3.952, -2.358, 0.676], [4.663, -0.548, -1.040], [-2.714, 1.642, -0.510], [1.838, 0.612, -0.648], [-4.577, -1.482, -0.704], [-3.105, 0.863, 0.642], [0.790, 0.347, 1.903], [-2.744, -0.311, -1.980], [-3.083, -1.206, -0.787], [2.279, -0.391, 0.190], [0.865, 1.500, -0.219], [0.326, 1.361, 1.059], [1.764, -0.527, 1.466], [6.781, -1.237, 0.013], [-1.875, 2.689, -0.545], [-6.224, -2.611, 0.556], [5.795, -0.092, -0.237], [-6.964, -1.509, 1.300], [-1.234, 3.152, 0.774], [-2.576, -0.567, 0.512], [-3.245, 1.115, -1.754], [6.475, 1.041, -1.012], [5.251, 0.435, 1.090], [-7.979, -1.832, 1.513], [0.363, 0.264, 2.889], [5.764, 1.839, -1.207], [4.798, -0.376, 1.651], [4.929, -0.871, -1.957], [-4.202, 0.844, 0.677], [0.531, 2.278, -0.886], [-1.661, -0.299, -2.117], [-3.207, -0.707, -2.884], [-0.489, 3.912, 0.511], [-2.919, 1.772, -2.561], [-6.460, -1.282, 2.237], [6.060, 0.861, 1.677], [-6.194, -3.531, 1.142], [-4.338, 1.118, -1.707], [4.502, 1.204, 0.912], [2.259, 0.690, -1.637], [-2.599, -2.182, -0.907], [-2.899, -1.158, 1.370], [-1.997, 3.619, 1.404], [-2.737, 1.317, 1.560], [7.181, -1.606, -0.930], [6.270, -2.051, 0.517], [2.132, -1.322, 2.095], [7.608, -0.897, 0.632], [-1.485, -0.550, 0.496], [-7.005, -0.610, 0.690], [-6.698, -2.798, -0.413], [7.305, 1.441, -0.435], [6.858, 0.678, -1.963]],
  "atomic_forces_ev_per_a": [[-0.1, 0.1, -0.3], [0.2, -0.1, 0.3], [0.1, -0.1, 0.1], [0.2, 0.3, -0.1], [-0.2, 0.0, -0.1], [0.0, 0.2, -0.2], [-0.1, 0.3, 0.0], [-0.7, -0.5, 0.0], [-0.2, -0.1, -0.1], [0.0, 0.0, 0.0], [0.4, 0.0, -0.2], [0.1, -0.2, 0.4], [-0.1, 0.2, -0.1], [-0.3, 0.0, 0.1], [0.1, 0.0, -0.1], [0.4, -0.4, -0.2], [-0.1, 0.1, 0.0], [0.3, -0.3, 0.1], [0.0, -0.1, 0.1], [-0.2, 0.1, 0.0], [0.1, 0.2, 0.3], [-0.5, 0.0, 0.0], [0.4, 0.2, 0.5], [0.3, -0.2, -0.2], [0.0, 0.3, -0.2], [-0.2, 0.0, 0.1], [0.1, 0.0, -0.5], [-0.3, -0.2, 0.1], [0.2, 0.0, -0.1], [-0.1, 0.0, 0.1], [0.0, 0.0, 0.1], [-0.1, 0.1, 0.0], [0.0, 0.0, 0.2], [-0.1, -0.2, -0.2], [0.0, 0.0, 0.1], [0.0, 0.1, -0.1], [0.0, 0.0, 0.0], [0.1, 0.0, 0.0], [-0.1, -0.2, 0.0], [-0.1, -0.1, 0.1], [0.0, 0.0, 0.1], [0.1, 0.0, 0.1], [0.0, 0.1, -0.1], [0.1, 0.0, 0.0], [0.0, 0.1, 0.0], [0.0, 0.1, -0.1], [-0.1, 0.0, 0.0], [0.1, 0.0, 0.0], [0.1, 0.0, -0.1], [-0.1, 0.0, -0.1], [0.1, 0.0, -0.1], [0.1, -0.1, 0.0], [0.0, -0.1, 0.2], [0.1, 0.0, 0.1], [0.0, 0.0, 0.0], [0.0, 0.1, 0.0], [0.1, -0.1, 0.2], [0.1, 0.0, 0.0], [0.1, 0.0, -0.1]],
  "total_charge": 0,
  "multiplicity": 1,
  "smiles": "CCOC(=O)C1CCN(C(=O)COc2ccc(S(=O)(=O)NC(C)(C)C)cc2)CC1",
  "gap_ev": 9.7
}

---

Record 5
{
  "formula": "C4H10NO",
  "method": "ωB97M-V with the def2-TZVPD basis set",
  "elements": ["O", "N", "C", "C", "C", "C", "H", "H", "H", "H", "H", "H", "H", "H", "H", "H"],
  "xyz": [[-2.373, 0.719, 0.156], [2.512, -0.479, -0.103], [-1.703, -0.238, 0.803], [-0.360, -0.676, 0.128], [0.320, 0.305, -0.758], [1.684, 0.698, -0.166], [3.354, -0.182, 0.396], [0.496, -0.187, -1.719], [-0.285, 1.188, -0.938], [0.375, -1.123, 0.812], [-1.500, 0.026, 1.861], [-2.263, -1.191, 0.833], [-0.712, -1.597, -0.576], [1.491, 1.168, 0.812], [-1.020, -2.302, -1.004], [2.054, 1.523, -0.820]],
  "atomic_forces_ev_per_a": [[0.5, -0.4, 0.4], [0.1, 0.9, -0.4], [-1.2, -0.1, -1.7], [1.0, 3.5, 3.0], [0.2, -0.2, -0.5], [0.2, -1.2, -0.2], [0.0, -0.3, 0.2], [0.4, 0.1, -0.2], [-0.5, -0.1, 0.1], [-0.2, -0.3, -0.3], [0.7, -0.1, 0.1], [-0.3, -0.3, 0.5], [-1.3, -2.2, -1.7], [0.0, 0.2, 0.3], [0.5, 0.6, 0.3], [-0.2, -0.2, 0.1]],
  "total_charge": -1,
  "multiplicity": 1,
  "gap_ev": 4.2
}

---

Record 6
{
  "formula": "C4H12",
  "method": "ωB97M-V with the def2-TZVPD basis set",
  "elements": ["C", "C", "C", "C", "H", "H", "H", "H", "H", "H", "H", "H", "H", "H", "H", "H"],
  "xyz": [[1.406, 1.965, 0.451], [-0.677, -1.148, -1.455], [-1.157, -2.109, -0.291], [0.443, 1.171, 1.388], [-1.619, -0.668, -1.801], [-0.565, 1.154, 0.836], [-0.120, -1.574, -2.356], [0.199, 1.596, 2.288], [1.581, 2.937, 0.908], [-0.763, -1.758, 0.597], [-0.933, -3.101, -0.637], [2.381, 1.467, 0.500], [0.936, 0.153, 1.625], [1.229, 2.203, -0.567], [-0.090, -0.248, -1.104], [-2.252, -2.041, -0.382]],
  "atomic_forces_ev_per_a": [[1.1, 0.1, 2.5], [-0.1, 1.3, -0.4], [-0.9, 0.7, -4.0], [-0.2, -1.9, -3.8], [0.7, -0.2, -0.4], [1.2, -0.9, 0.8], [-0.8, 0.2, 1.4], [-0.1, 1.5, 2.3], [0.2, 0.3, 0.1], [0.6, 0.0, 2.0], [0.5, -0.7, 0.7], [0.1, 0.1, -0.2], [-1.3, 1.2, -0.6], [-0.9, -0.4, -1.0], [-0.3, -1.3, -0.1], [0.3, -0.1, 0.8]],
  "s_squared": 0.7503,
  "total_charge": -1,
  "multiplicity": 2,
  "gap_ev": [2.7, 11.5]
}

---

Record 7
{
  "formula": "C34H22Cl5CoN5O3",
  "method": "ωB97M-V with the def2-TZVPD basis set",
  "elements": ["Co", "Cl", "Cl", "Cl", "Cl", "Cl", "O", "O", "O", "N", "N", "N", "N", "N", "C", "C", "C", "C", "C", "C", "C", "C", "C", "C", "C", "C", "C", "C", "C", "C", "C", "C", "C", "C", "C", "C", "C", "C", "C", "C", "C", "C", "C", "C", "C", "C", "C", "C", "H", "H", "H", "H", "H", "H", "H", "H", "H", "H", "H", "H", "H", "H", "H", "H", "H", "H", "H", "H", "H", "H"],
  "xyz": [[-0.921, 0.623, 0.071], [-2.507, 5.287, 4.597], [0.276, 0.821, 3.602], [-0.985, 2.761, 5.574], [-2.723, 5.874, 1.552], [-1.520, 3.945, -0.504], [0.787, -0.399, 0.875], [-0.748, -1.218, -1.041], [1.012, -2.142, -2.079], [1.990, 1.628, -2.761], [-2.443, -0.089, 1.108], [0.109, 1.338, -1.430], [-2.023, 1.543, -2.382], [-2.325, 1.093, -1.124], [-0.811, 2.296, 1.547], [-0.738, 1.629, -2.503], [1.196, -1.632, 0.272], [-3.526, 0.858, -0.775], [0.088, -3.902, 0.579], [-1.407, 3.508, 1.191], [-1.166, 3.048, 3.881], [4.885, -0.650, 0.483], [2.711, -1.649, 0.119], [-0.308, -4.963, 1.381], [-0.135, 2.030, -3.767], [1.882, 2.348, -5.074], [-1.934, 4.436, 2.089], [-0.900, 2.413, -4.872], [-4.822, -0.800, 2.336], [4.713, -2.755, -0.646], [-1.836, 4.188, 3.455], [-0.669, 2.164, 2.924], [1.253, 2.005, -3.879], [-3.606, -1.158, 2.887], [-0.061, -4.944, 2.746], [-3.633, 0.218, 0.539], [-4.838, -0.112, 1.132], [1.390, 1.325, -1.607], [0.744, -2.808, 1.133], [3.337, -2.726, -0.507], [1.110, 2.722, -6.152], [0.431, -1.669, -1.106], [1.004, -2.805, 2.500], [5.495, -1.716, -0.154], [3.500, -0.619, 0.620], [-2.438, -0.787, 2.237], [0.599, -3.859, 3.305], [-0.283, 2.759, -6.053], [2.991, 1.540, -2.822], [2.736, -3.533, -0.901], [0.919, -0.376, 1.831], [1.555, -1.990, 2.960], [6.572, -1.745, -0.261], [1.592, 2.990, -7.083], [3.039, 0.217, 1.133], [-4.375, 1.051, -1.420], [5.480, 0.159, 0.887], [-0.120, -3.921, -0.483], [2.026, 1.043, -0.777], [-1.468, -1.059, 2.627], [0.811, -3.836, 4.366], [-0.820, -5.807, 0.934], [5.181, -3.597, -1.140], [-1.976, 2.425, -4.771], [-3.546, -1.717, 3.809], [-0.876, 3.057, -6.907], [2.962, 2.318, -5.146], [-5.749, -1.066, 2.826], [-5.765, 0.160, 0.648], [-0.376, -5.771, 3.369]],
  "atomic_forces_ev_per_a": [[0.3, -0.1, 0.4], [0.0, 0.0, 0.0], [-0.1, -0.1, -0.1], [0.0, 0.0, 0.0], [0.0, 0.0, 0.0], [0.0, 0.1, 0.1], [0.0, 0.1, -0.1], [-0.1, 0.1, 0.0], [-0.1, 0.0, 0.1], [0.0, 0.0, 0.0], [-0.1, 0.0, 0.0], [0.0, 0.0, 0.0], [0.1, 0.0, 0.0], [-0.2, 0.1, -0.2], [-0.1, -0.1, -0.1], [0.0, 0.0, -0.1], [0.0, 0.0, 0.0], [0.1, 0.0, 0.0], [0.0, 0.1, 0.0], [0.0, 0.0, 0.0], [0.0, 0.0, 0.0], [0.0, 0.0, 0.0], [0.0, 0.0, 0.0], [0.0, 0.0, 0.0], [0.0, 0.0, 0.0], [0.0, 0.0, 0.0], [0.0, 0.0, 0.0], [0.0, 0.0, 0.0], [0.0, 0.0, 0.0], [0.0, 0.0, 0.0], [0.0, 0.0, 0.0], [0.1, 0.0, 0.0], [0.0, 0.0, 0.0], [0.0, 0.0, 0.0], [0.0, 0.0, 0.0], [0.0, 0.0, 0.0], [0.0, 0.0, 0.0], [0.0, 0.0, 0.0], [-0.1, -0.1, -0.1], [0.0, 0.0, 0.0], [0.0, 0.0, 0.0], [0.1, -0.1, -0.1], [0.1, 0.0, 0.1], [0.0, 0.0, 0.0], [0.0, 0.0, 0.0], [0.0, 0.0, 0.0], [0.0, 0.0, 0.0], [0.0, 0.0, 0.0], [0.0, 0.0, 0.0], [0.0, 0.0, 0.0], [0.0, 0.0, 0.1], [0.0, 0.0, 0.0], [0.0, 0.0, 0.0], [0.0, 0.0, 0.0], [0.0, 0.0, 0.0], [0.0, 0.0, 0.0], [0.0, 0.0, 0.0], [0.0, 0.0, 0.0], [0.0, 0.0, 0.0], [0.0, 0.0, 0.0], [0.0, 0.0, 0.0], [0.0, 0.0, 0.0], [0.0, 0.0, 0.0], [0.0, 0.0, 0.0], [0.0, 0.0, 0.0], [0.0, 0.0, 0.0], [0.0, 0.0, 0.0], [0.0, 0.0, 0.0], [0.0, 0.0, 0.0], [0.0, 0.0, 0.0]],
  "s_squared": 0.7701,
  "total_charge": 0,
  "multiplicity": 2,
  "gap_ev": [6.6, 7.3]
}

---

Let's list relative energy (zero: lowest compared OMol25 entry of this formula, charge and spin) in order: 107.5 18.7 0.0 0.0 150.7 27.8 9.5 kcal per mole.
Let's list max |F| in order: 0.0849 0.0413 0.0656 0.0157 0.0917 0.0827 0.0099 Eh/bohr.